Entry from OMol25: 6 unconnected molecules or ions with the total composition C12H36N4O6 at a distorted geometry (the ωB97M-V functional and the def2-TZVPD basis).

XYZ file:
```
58
Properties=species:S:1:pos:R:3:forces:R:3
N -11.824580 4.663816 -25.802775 -2.2 -3.4 -3.7
C -11.479861 5.850422 -25.472208 0.2 7.3 -4.1
N -11.023436 6.043365 -24.249409 0.6 2.6 1.4
O -11.523973 6.913605 -26.378079 0.3 -5.0 4.1
H -12.150774 4.634735 -26.823460 0.6 -0.3 2.3
H -12.117300 3.927394 -25.144082 0.5 0.4 -0.5
H -10.849913 7.076136 -24.042348 -0.1 -2.3 0.1
H -10.784745 5.285072 -23.573007 -0.1 0.4 0.0
N -8.171251 4.726551 -22.075869 3.2 0.6 -2.8
C -9.309855 4.359450 -21.550820 -4.0 0.8 -8.7
N -9.252180 4.133484 -20.335916 -2.1 -2.8 8.3
O -10.451463 4.252512 -22.309985 4.1 -0.1 3.3
H -8.066319 4.865433 -23.131585 -0.7 0.4 1.8
H -7.290619 4.501863 -21.585592 -1.0 0.3 -0.4
H -10.090857 3.593632 -19.988953 1.6 1.2 0.1
H -8.425959 4.323961 -19.732088 -1.3 -0.4 -0.9
C -12.970430 0.237714 -23.077464 0.6 1.0 -0.1
C -12.699435 1.120779 -24.317159 -3.7 -8.4 -3.9
C -14.034566 1.343815 -25.110843 1.3 -4.1 -0.8
O -12.199735 2.248700 -24.182075 3.0 8.5 1.8
H -12.774806 -0.797374 -23.253668 -0.2 -0.7 -0.6
H -13.995512 0.376599 -22.757154 0.0 0.0 0.5
H -12.238903 0.441990 -22.291742 -0.2 0.5 0.3
H -11.928937 0.577268 -24.984888 -1.4 -0.5 0.4
H -14.270689 0.298185 -25.528588 -0.1 1.5 0.3
H -13.896378 2.011413 -25.926460 0.2 0.6 -0.7
H -14.867355 1.624242 -24.532886 -0.8 0.6 1.1
H -11.808636 2.262222 -23.340050 1.5 1.2 1.9
C -8.502796 4.416022 -26.834725 -0.9 -0.3 0.5
C -8.358534 4.310264 -25.339458 -0.7 -4.7 -1.4
C -7.088205 3.613427 -24.922881 -0.4 -0.7 -3.7
O -8.444043 5.436014 -24.727717 2.0 6.2 2.9
H -7.620743 4.608511 -27.372990 1.5 0.4 -0.5
H -9.191594 5.223880 -27.020338 -0.5 0.2 -0.4
H -8.897121 3.479969 -27.179838 -0.4 -0.4 -0.5
H -9.235498 3.776838 -24.941252 0.1 -1.2 -0.5
H -7.022555 3.334047 -23.940581 0.2 -0.2 2.6
H -6.250378 4.226175 -25.283172 0.0 -0.4 0.2
H -7.176694 2.644991 -25.462802 0.8 0.5 0.1
H -9.312572 5.821758 -24.755856 -0.7 0.5 0.0
C -9.234141 9.480251 -25.199736 -1.0 1.3 0.2
C -9.710721 9.300546 -23.747122 -2.2 6.0 -2.3
C -11.181379 9.546584 -23.466449 -2.6 0.8 -1.7
O -9.524998 8.182581 -23.160537 2.9 -7.4 2.8
H -9.345880 10.643992 -25.336027 0.3 -2.3 -0.4
H -9.802593 8.878967 -25.937316 -0.1 0.6 0.4
H -8.203830 9.160528 -25.313318 0.3 0.3 0.2
H -9.189596 10.029464 -23.164240 0.7 1.3 0.1
H -11.471791 9.397075 -22.427166 0.5 -0.3 0.1
H -11.876474 8.901114 -24.090389 1.0 0.3 0.6
H -11.586994 10.531066 -23.684008 0.3 0.5 -0.3
H -9.291000 8.390068 -22.256950 0.0 -0.7 0.3
C -14.323003 5.453817 -23.224858 -1.0 -0.2 0.7
O -13.366411 6.405695 -22.801597 -0.5 -0.2 -0.1
H -14.611787 4.794187 -22.358308 0.5 0.2 -0.9
H -14.068798 4.855009 -24.126505 0.2 0.3 0.7
H -15.247333 5.992885 -23.461568 0.1 0.0 -0.1
H -12.530800 6.181041 -23.214719 0.2 0.1 0.0
```
Forces are in eV/Å.

Properties
electronic energy = -31269.5599 eV
frontier orbital gap = 8.80 eV
M = 332.44 g/mol
energy relative to the best compared isomer or geometry (same formula, charge and spin) = 139.0 kcal per mole
LUMO level = 0.121 eV
HOMO = -0.319 Ha